{"formula": "C39H50CrGeN9O3", "method": "ωB97M-V with the def2-TZVPD basis set", "de_lowest_kcal_mol": 0.0, "e_tot_ev": -145746.85623, "multiplicity": 2, "homo_lumo_gap_ev": [6.89, 6.90], "e_homo_ev": [-6.960, -6.987], "elements": ["Cr", "O", "C", "N", "C", "C", "C", "C", "C", "C", "N", "C", "O", "C", "C", "C", "C", "C", "N", "C", "C", "C", "C", "C", "N", "H", "H", "H", "H", "H", "H", "H", "H", "H", "H", "H", "H", "C", "Ge", "C", "C", "C", "H", "H", "H", "H", "H", "H", "H", "H", "H", "H", "H", "C", "C", "N", "C", "N", "C", "C", "C", "N", "C", "H", "H", "H", "H", "H", "H", "H", "H", "H", "H", "H", "H", "H", "C", "C", "N", "C", "C", "C", "O", "C", "C", "C", "C", "N", "C", "H", "H", "H", "H", "H", "H", "H", "H", "H", "H", "H", "H", "H", "H"], "xyz": [[-0.199, -1.162, -1.405], [3.771, 0.027, -1.423], [2.849, -0.687, -1.042], [1.782, -1.057, -1.796], [2.006, -1.047, -3.196], [3.235, -1.294, -3.803], [3.337, -1.343, -5.183], [2.217, -1.145, -5.980], [0.983, -0.912, -5.395], [0.881, -0.874, -4.006], [-0.322, -0.746, -3.285], [-1.485, -0.334, -3.833], [-1.720, 0.056, -4.966], [-2.616, -0.394, -2.825], [-3.873, 0.083, -3.152], [-4.878, -0.003, -2.206], [-4.594, -0.572, -0.971], [-3.309, -1.019, -0.728], [-2.329, -0.932, -1.633], [3.029, -1.240, 0.373], [4.055, -0.667, 1.129], [4.369, -1.206, 2.357], [3.655, -2.311, 2.807], [2.653, -2.801, 1.994], [2.339, -2.286, 0.802], [4.114, -1.435, -3.193], [4.300, -1.537, -5.637], [2.301, -1.171, -7.058], [0.101, -0.759, -5.997], [-4.016, 0.502, -4.138], [-5.870, 0.373, -2.421], [-5.344, -0.661, -0.199], [-3.050, -1.458, 0.226], [4.584, 0.177, 0.714], [5.166, -0.781, 2.955], [3.875, -2.783, 3.754], [2.073, -3.664, 2.309], [-3.049, -4.198, -0.088], [-1.610, -4.443, -1.400], [-0.767, -6.138, -0.905], [-2.477, -4.649, -3.133], [-0.168, -3.142, -1.539], [-3.478, -5.184, 0.097], [-3.842, -3.560, -0.475], [-2.711, -3.799, 0.869], [-1.468, -6.967, -1.012], [-0.427, -6.111, 0.132], [0.099, -6.332, -1.538], [-3.273, -5.392, -3.070], [-1.755, -4.975, -3.881], [-2.911, -3.707, -3.472], [0.229, -3.271, -2.553], [0.645, -3.414, -0.858], [2.266, 2.284, 4.543], [1.965, 0.890, 4.031], [1.490, 1.001, 2.667], [2.048, 1.869, 1.741], [1.764, 1.671, 0.509], [2.322, 2.559, -0.503], [2.774, 3.905, 0.045], [3.604, 3.656, 1.288], [2.809, 2.907, 2.247], [3.291, 2.908, 3.617], [2.646, 2.255, 5.564], [1.351, 2.881, 4.529], [1.192, 0.398, 4.624], [2.874, 0.277, 4.097], [1.172, 0.152, 2.223], [1.572, 2.696, -1.287], [3.161, 2.052, -0.988], [1.919, 4.529, 0.322], [3.355, 4.448, -0.702], [3.916, 4.587, 1.767], [4.515, 3.100, 1.023], [3.497, 3.944, 3.894], [4.241, 2.357, 3.699], [-4.447, 4.159, 0.971], [-3.390, 4.138, 2.066], [-2.385, 3.091, 1.877], [-1.093, 3.478, 1.326], [-1.168, 3.834, -0.152], [-2.731, 1.850, 2.272], [-3.812, 1.610, 2.797], [-1.819, 0.662, 2.057], [-1.871, -0.340, 3.022], [-1.255, -1.550, 2.775], [-0.644, -1.752, 1.546], [-0.575, -0.797, 0.620], [-1.131, 0.400, 0.887], [-5.220, 4.888, 1.215], [-4.920, 3.180, 0.898], [-4.029, 4.418, -0.001], [-3.876, 3.963, 3.026], [-2.851, 5.085, 2.124], [-0.375, 2.680, 1.492], [-0.730, 4.336, 1.901], [-1.607, 3.018, -0.731], [-0.171, 4.027, -0.543], [-1.773, 4.724, -0.324], [-2.436, -0.169, 3.929], [-1.283, -2.357, 3.494], [-0.203, -2.699, 1.276], [-1.059, 1.141, 0.104]], "forces_ev_per_a": [[0.25, -1.42, -0.76], [0.13, -0.08, -0.10], [-0.01, -0.01, 0.23], [0.08, 0.16, 0.21], [0.02, 0.01, 0.10], [0.07, -0.01, -0.11], [-0.06, -0.01, 0.03], [0.01, 0.02, 0.01], [0.04, -0.02, -0.09], [-0.15, 0.11, -0.07], [0.03, 0.48, 0.34], [-0.17, -0.09, 0.01], [0.02, -0.01, 0.05], [0.11, -0.06, -0.13], [0.01, -0.08, 0.02], [-0.01, 0.02, 0.03], [0.04, -0.01, -0.04], [-0.02, 0.05, -0.03], [0.04, 0.33, 0.20], [-0.01, 0.16, -0.16], [0.00, 0.05, 0.06], [0.03, 0.00, 0.02], [-0.01, 0.03, -0.04], [-0.09, -0.04, 0.02], [-0.24, -0.07, -0.03], [-0.01, 0.00, -0.03], [0.02, 0.00, -0.01], [0.00, -0.01, -0.02], [0.03, -0.01, 0.01], [-0.01, 0.02, 0.00], [-0.02, -0.02, -0.01], [-0.02, 0.00, 0.00], [0.01, 0.02, 0.02], [0.01, -0.01, 0.00], [0.02, 0.00, 0.01], [-0.01, -0.01, 0.02], [-0.02, -0.02, -0.02], [-0.04, 0.04, 0.10], [0.03, -0.02, -0.06], [0.06, -0.08, -0.01], [-0.04, 0.03, -0.09], [-0.32, -0.01, 0.23], [-0.01, -0.01, 0.02], [-0.03, -0.01, 0.00], [0.01, 0.02, 0.02], [-0.01, -0.02, 0.01], [0.01, 0.01, 0.01], [0.01, -0.02, -0.01], [-0.02, -0.01, -0.03], [0.00, 0.00, -0.03], [-0.01, 0.02, 0.00], [0.12, 0.03, 0.01], [0.10, 0.08, 0.02], [-0.06, 0.04, -0.02], [0.08, -0.05, -0.06], [-0.13, 0.08, 0.08], [0.13, -0.10, 0.14], [-0.10, 0.11, -0.21], [-0.03, 0.03, -0.04], [0.01, 0.00, 0.01], [0.02, -0.04, 0.00], [-0.05, 0.04, 0.00], [0.04, -0.07, -0.05], [0.02, -0.03, 0.00], [0.01, 0.01, 0.04], [-0.01, 0.04, 0.02], [-0.04, -0.01, 0.04], [0.08, 0.01, 0.00], [-0.01, 0.01, 0.01], [-0.06, 0.07, 0.04], [-0.03, 0.00, -0.01], [0.01, 0.00, 0.00], [-0.04, 0.01, -0.02], [0.02, 0.02, 0.01], [-0.02, -0.01, 0.02], [0.01, 0.02, 0.00], [-0.04, 0.00, 0.00], [0.01, -0.02, 0.02], [0.03, 0.03, 0.00], [0.02, 0.00, 0.04], [0.03, 0.03, -0.03], [0.00, -0.16, 0.00], [-0.04, 0.03, 0.05], [0.00, 0.04, -0.05], [-0.05, 0.00, 0.00], [0.07, -0.05, -0.09], [0.08, 0.00, 0.07], [-0.05, 0.61, -0.04], [-0.06, -0.12, 0.11], [0.00, 0.02, -0.01], [-0.01, -0.01, 0.01], [0.03, -0.01, 0.00], [0.05, 0.02, 0.00], [-0.04, 0.01, -0.05], [0.01, -0.03, 0.00], [0.00, 0.01, -0.02], [0.00, 0.02, -0.01], [0.05, 0.00, -0.01], [-0.02, 0.00, 0.03], [0.00, 0.02, 0.00], [0.01, 0.01, 0.01], [0.07, -0.09, -0.01], [0.03, -0.02, -0.04]]}